{
  "formula": "C23H29ClN4O3",
  "method": "ωB97M-V/def2-TZVPD",
  "charge": 0,
  "smiles": "CCCCN(C)CCCNC(=O)[C@]1(O)c2ccccc2NC(=O)N1c1ccc(Cl)cc1",
  "e_lumo_ev": 0.71,
  "symbols": ["C", "C", "C", "C", "N", "C", "C", "C", "C", "N", "C", "O", "C", "O", "C", "C", "C", "C", "C", "C", "N", "C", "O", "N", "C", "C", "C", "C", "Cl", "C", "C", "H", "H", "H", "H", "H", "H", "H", "H", "H", "H", "H", "H", "H", "H", "H", "H", "H", "H", "H", "H", "H", "H", "H", "H", "H", "H", "H", "H", "H"],
  "coordinates": [[0.8605, 1.4278, -4.8785], [-0.2896, 1.1132, -3.9305], [-0.3552, 2.1127, -2.7778], [-1.5712, 1.8516, -1.8867], [-1.4765, 2.5545, -0.6155], [-1.6916, 3.9798, -0.7703], [-2.3406, 1.9909, 0.4143], [-1.8414, 2.3130, 1.8334], [-0.3116, 2.3589, 1.9233], [0.3007, 1.3106, 1.1428], [1.1510, 0.4153, 1.6298], [1.5503, 0.3559, 2.7798], [1.6982, -0.5993, 0.5911], [2.5294, -1.5005, 1.2718], [2.5158, 0.1333, -0.4510], [3.2847, 1.2431, -0.1370], [4.1183, 1.8042, -1.0890], [4.2064, 1.2402, -2.3521], [3.4483, 0.1317, -2.6764], [2.5915, -0.4191, -1.7281], [1.7883, -1.4999, -2.0224], [0.7185, -1.9141, -1.2678], [-0.0590, -2.7349, -1.7009], [0.5783, -1.2869, -0.0458], [-0.5564, -1.6132, 0.7390], [-0.4415, -1.9561, 2.0819], [-1.5705, -2.1940, 2.8435], [-2.8226, -2.1160, 2.2576], [-4.2366, -2.4006, 3.2104], [-2.9515, -1.8231, 0.9098], [-1.8212, -1.5665, 0.1575], [0.9234, 0.6800, -5.6653], [0.7154, 2.4006, -5.3432], [1.8035, 1.4456, -4.3366], [-1.2319, 1.1376, -4.4827], [-0.1701, 0.1043, -3.5288], [0.5544, 2.0356, -2.1759], [-0.3985, 3.1224, -3.1889], [-1.6114, 0.7794, -1.6765], [-2.4926, 2.1175, -2.4325], [-1.6346, 4.4641, 0.2013], [-2.6729, 4.2059, -1.2149], [-0.9152, 4.3979, -1.4073], [-2.3415, 0.9052, 0.2963], [-3.3822, 2.3352, 0.3095], [-2.2297, 3.2735, 2.1735], [-2.2282, 1.5433, 2.5024], [0.0511, 3.3197, 1.5453], [0.0164, 2.2376, 2.9572], [0.0502, 1.3311, 0.1626], [2.5752, -1.1835, 2.1963], [3.2409, 1.6590, 0.8583], [4.7119, 2.6696, -0.8399], [4.8714, 1.6659, -3.0884], [3.5196, -0.3206, -3.6545], [1.8796, -1.9493, -2.9226], [0.5280, -2.0561, 2.5401], [-1.4747, -2.4501, 3.8867], [-3.9283, -1.7881, 0.4538], [-1.9201, -1.3583, -0.8958]]
}



{
  "formula": "C23H29ClN5PdS",
  "method": "ωB97M-V/def2-TZVPD",
  "charge": -1,
  "e_lumo_ev": 2.68,
  "symbols": ["Pd", "N", "C", "C", "N", "H", "H", "H", "H", "H", "H", "H", "H", "S", "C", "C", "C", "N", "C", "C", "C", "C", "C", "N", "C", "C", "H", "H", "H", "H", "H", "H", "H", "H", "Cl", "C", "C", "C", "C", "N", "C", "H", "H", "H", "H", "C", "C", "C", "C", "C", "C", "H", "H", "H", "H", "H", "H", "H", "H", "H"],
  "coordinates": [[-1.0036, -0.2464, -0.1889], [-0.5570, 2.0802, 2.3754], [0.7522, 1.6808, 2.8823], [1.6391, 0.8729, 1.9409], [1.0503, -0.4233, 1.5978], [-1.0413, 1.2478, 2.0623], [-0.4352, 2.6251, 1.5320], [0.5900, 1.0985, 3.7978], [1.3083, 2.5758, 3.1718], [2.6236, 0.7762, 2.4209], [1.7626, 1.4173, 1.0031], [0.9042, -0.9787, 2.4315], [1.6651, -0.9294, 0.9758], [-5.2715, -3.1479, -1.4063], [-4.0096, -2.3437, -0.4536], [-3.1118, -3.0860, 0.3568], [-2.2468, -2.4004, 1.1570], [-2.2292, -1.0395, 1.2915], [-3.0592, -0.3279, 0.4564], [-3.9838, -0.9779, -0.4055], [-4.3683, -3.5187, -2.8984], [-3.3009, -4.4063, -2.9189], [-2.6896, -4.6846, -4.1317], [-3.0719, -4.1576, -5.2971], [-4.0886, -3.2971, -5.2630], [-4.7606, -2.9435, -4.1008], [-3.1011, -4.1682, 0.3328], [-1.5283, -2.9393, 1.7657], [-3.2533, 0.6990, 0.7338], [-4.6648, -0.3909, -1.0097], [-2.9498, -4.8646, -2.0039], [-1.8522, -5.3741, -4.1758], [-4.3754, -2.8619, -6.2163], [-5.5751, -2.2308, -4.1187], [2.1718, -3.7320, -3.1617], [0.6738, -2.8348, -3.1679], [0.2801, -2.1402, -4.2909], [-0.9292, -1.4661, -4.2282], [-1.6561, -1.5008, -3.0527], [-1.2582, -2.1559, -1.9632], [-0.1226, -2.8321, -2.0347], [0.8958, -2.1254, -5.1806], [-1.2871, -0.8983, -5.0778], [-2.5953, -0.9688, -2.9618], [0.1752, -3.3838, -1.1488], [2.9364, 2.7251, -2.7213], [2.7156, 1.2194, -2.5152], [2.8780, 0.4998, -3.8606], [3.7815, 0.6890, -1.5418], [1.3695, 0.9774, -1.9589], [0.2507, 0.8137, -1.4725], [3.9683, 2.9262, -3.0311], [2.7360, 3.2661, -1.7952], [2.2607, 3.1079, -3.4883], [3.8767, 0.6787, -4.2794], [2.1314, 0.8574, -4.5744], [2.7428, -0.5777, -3.7367], [4.7906, 0.8517, -1.9404], [3.6405, -0.3827, -1.3776], [3.7026, 1.1968, -0.5780]]
}



{
  "formula": "C23H29CuF6N6O6S2",
  "method": "ωB97M-V/def2-TZVPD",
  "charge": 0,
  "e_lumo_ev": -0.09,
  "symbols": ["Cu", "C", "F", "F", "F", "S", "O", "O", "N", "S", "O", "O", "C", "F", "F", "F", "C", "C", "O", "N", "C", "H", "H", "H", "H", "H", "H", "H", "C", "C", "O", "N", "C", "H", "H", "H", "H", "H", "H", "H", "N", "C", "C", "C", "C", "C", "H", "H", "H", "H", "H", "N", "C", "C", "C", "C", "C", "H", "H", "H", "H", "H", "N", "C", "C", "C", "C", "C", "H", "H", "H", "H", "H"],
  "coordinates": [[-0.2086, -0.2415, 0.3540], [0.3897, 2.4050, 2.9857], [1.5116, 2.5300, 2.2856], [0.3696, 3.3856, 3.9042], [-0.6798, 2.5473, 2.2113], [0.2206, 0.6110, 3.8253], [1.4247, 0.5054, 4.6792], [-1.0234, 0.6548, 4.5638], [0.2326, -0.5753, 2.5191], [0.1924, -1.8302, 3.3367], [1.3462, -2.1114, 4.2148], [-1.1101, -2.0243, 4.0115], [0.2436, -3.2024, 1.9813], [0.0423, -4.3713, 2.6648], [-0.8327, -2.9793, 1.1726], [1.4593, -3.2574, 1.4364], [-1.8748, -1.2529, -3.8485], [-2.3121, -1.5234, -2.4753], [-1.6157, -1.1544, -1.5171], [-3.5153, -2.0040, -2.2937], [-4.0671, -2.2485, -0.9998], [-0.9781, -1.8445, -4.0327], [-1.7893, -0.1913, -4.0805], [-2.5839, -1.6440, -4.5781], [-4.1012, -2.2063, -3.0911], [-3.4275, -2.7883, -0.3014], [-5.0714, -2.6446, -1.1498], [-4.1880, -1.2327, -0.6236], [0.8773, -3.5877, -1.6414], [1.6162, -2.2200, -1.6865], [1.4715, -1.3836, -0.7584], [2.4592, -2.0528, -2.7300], [3.2984, -0.8478, -2.9258], [1.4588, -4.2505, -1.0005], [0.9108, -3.9979, -2.6507], [-0.1125, -3.4532, -1.2052], [2.5165, -2.7782, -3.4304], [2.7930, 0.1070, -3.0711], [3.8746, -0.9999, -3.8385], [3.9905, -0.8165, -2.0844], [5.2748, 0.1076, 3.1301], [5.9380, 1.0529, 2.3775], [5.5156, 1.5966, 1.1649], [4.2418, 1.2265, 0.7582], [3.5081, 0.2922, 1.5016], [4.0353, -0.1798, 2.6993], [6.9359, 1.3145, 2.6969], [6.0864, 2.3335, 0.6194], [3.8558, 1.7440, -0.1076], [2.5157, -0.0439, 1.2397], [3.4421, -0.8998, 3.2434], [-2.4335, 0.6357, 0.8482], [-3.0614, 1.6007, 0.0975], [-4.3506, 2.0559, 0.3140], [-4.9729, 1.5659, 1.4725], [-4.3126, 0.7144, 2.3256], [-3.0790, 0.2546, 1.9598], [-2.5258, 1.8235, -0.8135], [-4.7812, 2.8010, -0.3385], [-5.9992, 1.8330, 1.6772], [-4.8279, 0.2943, 3.1767], [-2.6645, -0.4531, 2.6625], [0.5365, 1.8752, -1.1732], [0.6939, 3.2207, -0.8483], [0.1355, 4.2438, -1.6033], [-0.6225, 3.8898, -2.7239], [-0.8107, 2.5172, -3.0695], [-0.2654, 1.5411, -2.2104], [1.3505, 3.3767, -0.0051], [0.3043, 5.2878, -1.3843], [-1.1008, 4.6132, -3.3676], [-1.3592, 2.2242, -3.9525], [-0.4112, 0.5106, -2.4987]]
}



{
  "formula": "C23H29F5NO2P2Yb",
  "method": "ωB97M-V/def2-TZVPD",
  "spin_multiplicity": 2,
  "charge": 0,
  "e_lumo_ev": [-0.28, -0.27],
  "symbols": ["C", "C", "N", "C", "C", "C", "C", "P", "Yb", "P", "C", "C", "C", "C", "C", "C", "C", "O", "O", "H", "H", "H", "C", "C", "H", "H", "H", "H", "C", "C", "H", "H", "H", "H", "H", "H", "H", "H", "H", "H", "H", "H", "H", "H", "H", "H", "H", "H", "H", "H", "H", "H", "F", "C", "C", "C", "F", "C", "F", "C", "F", "C", "F"],
  "coordinates": [[-0.8625, 3.9766, -1.6923], [-0.8794, 2.6127, -1.3624], [-0.0250, 2.1200, -0.4170], [0.8544, 2.9475, 0.2187], [0.9240, 4.3082, -0.1054], [0.0529, 4.8312, -1.0693], [-1.7899, 1.6333, -2.0581], [-2.0510, 0.1104, -1.0179], [0.0000, 0.0000, 0.0000], [1.9678, 0.5048, 1.0247], [1.6934, 2.3353, 1.3174], [0.0223, -2.0394, 0.3102], [-0.9938, -2.7004, 1.0467], [-1.0133, -4.0941, 1.2128], [-0.0016, -4.8923, 0.6573], [1.0278, -4.2691, -0.0632], [1.0342, -2.8741, -0.2326], [-0.7285, 0.2164, -4.7030], [0.4787, -1.8030, -3.3239], [-1.5570, 4.3516, -2.4496], [1.6441, 4.9499, 0.4105], [0.0860, 5.8941, -1.3290], [-3.5119, 0.4939, 0.0375], [-2.6708, -1.1703, -2.1755], [2.6241, 2.9062, 1.4810], [1.1043, 2.3702, 2.2552], [-1.2948, 1.2406, -2.9804], [-2.7296, 2.1201, -2.3746], [2.3918, -0.1615, 2.6838], [3.5564, 0.4147, 0.0949], [-1.7854, -2.0997, 1.5105], [-1.8235, -4.5598, 1.7876], [-0.0132, -5.9801, 0.7875], [1.8330, -4.8719, -0.5016], [1.8455, -2.4193, -0.8148], [0.6129, -1.2062, -2.5271], [0.2022, -2.6433, -2.9148], [-0.3623, -0.6221, -4.3113], [0.0809, 0.7041, -4.9384], [0.8003, -0.2202, -1.4870], [-4.4088, 0.7186, -0.5667], [-3.7116, -0.3732, 0.6891], [-3.2595, 1.3540, 0.6784], [-3.5565, -0.8283, -2.7371], [-1.8516, -1.4207, -2.8654], [-2.9214, -2.0650, -1.5809], [4.3959, 0.8697, 0.6499], [3.7789, -0.6467, -0.1073], [3.4170, 0.9248, -0.8721], [3.2834, 0.3223, 3.1193], [1.5181, -0.0268, 3.3411], [2.5727, -1.2439, 2.5731], [-0.2725, -1.5875, 3.2607], [-0.9050, -0.3968, 3.3495], [-0.9791, 0.5003, 2.2492], [-1.5712, 1.7642, 2.4976], [-1.6380, 2.7129, 1.5383], [-2.1073, 2.0850, 3.7490], [-2.6779, 3.2994, 3.9490], [-2.0515, 1.1696, 4.7941], [-2.5667, 1.4880, 6.0077], [-1.4428, -0.0642, 4.5967], [-1.3560, -0.9436, 5.6263]]
}



Table of max |F| (Eh/bohr), in record order: 0.012 0.015 0.158 0.153
Table of molar mass (g mol⁻¹), in record order: 444.963 549.460 727.189 681.468